Entry from the OMol25 dataset: a structure of composition C48H38FeN5O6P2 (ωB97M-V with the def2-TZVPD basis set).

```
100
Properties=species:S:1:pos:R:3:lowdin_charge:R:1
Fe 13.01406 16.22109 10.88743 0.80
P 10.13211 20.21687 10.39266 1.16
P 13.15363 20.92255 9.88279 1.16
O 13.10148 14.86014 9.08874 -0.07
O 13.93185 14.30576 11.08815 -0.08
O 15.38709 9.03216 8.01122 0.02
O 10.65526 17.92139 13.57801 0.03
O 14.93786 9.31981 10.30100 0.00
O 12.47376 17.20689 12.45138 -0.14
N 17.06612 17.42749 10.20623 0.09
N 10.99474 22.66303 9.27517 -0.20
N 14.69911 16.98721 10.13102 0.08
N 18.58863 18.58670 8.68991 0.08
N 10.89521 15.68486 10.85857 0.06
C 15.84717 17.24588 10.16689 -0.33
C 8.28734 14.96085 11.72265 -0.04
C 17.85850 18.02695 9.40307 -0.42
C 14.92180 10.53867 9.66159 -0.22
C 10.44084 18.88506 7.90685 -0.08
C 9.43967 24.11667 6.29579 -0.08
C 10.35579 16.23782 11.97062 -0.18
C 8.62694 20.53747 12.75788 -0.07
C 10.16002 14.76312 10.16823 -0.07
C 9.62430 19.61424 8.73166 -0.39
C 14.44509 21.41104 11.04272 -0.40
C 16.46857 22.21423 12.80611 -0.06
C 15.32841 8.33896 9.24122 -0.10
C 14.58264 20.78917 12.29075 -0.08
C 14.97052 20.37598 5.69226 -0.08
C 15.00648 11.44948 7.41767 0.01
C 15.33867 20.51234 8.07206 -0.07
C 7.79858 19.42739 7.15330 -0.04
C 6.48684 19.52079 13.15896 -0.09
C 9.96834 18.51407 6.64118 -0.05
C 8.36013 19.97820 8.32414 -0.13
C 14.00827 20.93312 8.26425 -0.36
C 15.59594 21.16491 13.15798 -0.07
C 13.75065 21.01920 5.83159 -0.07
C 7.70812 18.98706 11.13326 -0.10
C 14.24339 12.77896 9.33265 -0.13
C 15.15813 10.36845 8.30522 -0.19
C 14.38754 11.68669 10.21032 0.08
C 8.85825 14.42021 10.54586 -0.05
C 9.58283 23.38888 7.47298 -0.02
C 13.20609 21.20482 7.10970 -0.08
C 9.92018 22.03487 10.03434 -0.29
C 8.70804 19.87505 11.50542 -0.36
C 11.19140 17.20102 12.72989 -0.58
C 15.34093 22.41128 10.66000 -0.12
C 6.53457 18.92094 11.89846 -0.06
C 14.40800 12.60369 7.94025 -0.02
C 8.64972 18.79223 6.25939 -0.06
C 9.03454 15.95374 12.38157 0.00
C 11.44485 24.82135 8.09066 -0.02
C 10.30938 25.18721 5.96108 -0.11
C 13.73779 14.07846 9.83109 -0.62
C 7.50378 20.34150 13.57907 -0.08
C 11.23789 25.53972 6.89314 -0.11
C 15.74544 20.18310 6.79162 -0.08
C 12.32794 22.65764 9.85798 -0.28
C 10.70574 23.63044 8.33864 -0.24
C 16.32914 22.80673 11.53564 -0.08
H 8.65096 23.80203 5.58576 0.11
H 12.27738 23.00360 10.90527 0.11
H 8.81531 22.67544 7.69577 0.08
H 16.74867 19.80021 6.72213 0.10
H 8.64263 16.35331 13.32016 0.12
H 13.94731 19.93530 12.49228 0.10
H 5.61549 19.41358 13.84947 0.12
H 12.94831 23.39287 9.36427 0.07
H 8.32254 18.42785 5.31189 0.10
H 15.70833 20.63177 14.11332 0.12
H 9.89002 22.59608 10.98642 0.10
H 10.62868 18.01856 5.96447 0.10
H 13.24498 21.38833 4.95150 0.10
H 8.34960 13.74854 9.90686 0.09
H 12.19893 21.59667 7.27916 0.09
H 7.78102 18.46470 10.20245 0.10
H 7.77841 20.46814 9.06194 0.09
H 15.28723 11.36577 6.33941 0.13
H 14.15401 11.76478 11.25950 0.13
H 6.75733 19.54734 6.91373 0.10
H 8.93860 22.20537 9.58952 0.08
H 16.00776 20.32632 8.93052 0.11
H 11.44535 18.61373 8.18078 0.10
H 12.27760 25.15385 8.72583 0.11
H 16.28505 7.93952 9.57773 0.13
H 10.05734 25.74562 5.07940 0.09
H 15.35248 20.12288 4.69216 0.12
H 7.37834 20.86053 14.54446 0.12
H 9.49465 21.10218 13.06970 0.10
H 15.24356 22.88758 9.65669 0.12
H 7.27863 14.60566 11.97703 0.11
H 17.33937 22.56950 13.42818 0.12
H 17.05746 23.62051 11.32744 0.12
H 14.54033 7.61772 9.23321 0.12
H 13.95322 13.29210 7.25975 0.11
H 10.59940 14.33970 9.26935 0.11
H 5.64674 18.40651 11.48424 0.12
H 11.79970 26.48474 6.68992 0.12
```

The calculation puts the HOMO energy (alpha / beta) at -7.536 / -7.432 eV. The spin multiplicity is 6. The frontier orbital gap (alpha / beta) comes out at 7.370 / 3.557 eV. The energy above the lowest of the compared OMol25 structures with the same formula, charge and spin is 0.00 kcal/mol. Its total charge is 0. The value obtained for the molar mass is 898.654 g mol⁻¹.

---

Entry from the OMol25 dataset: a structure of composition C48H39N6OPRh (ωB97M-V with the def2-TZVPD basis set).

```
96
Properties=species:S:1:pos:R:3:lowdin_charge:R:1
Rh -0.09306 0.60339 1.27092 1.06
P -0.00420 -0.88104 -1.59383 1.16
O -0.04799 1.65298 2.81190 -0.43
N 2.48682 0.28300 -2.04692 -0.05
N -1.55787 1.12326 -0.33702 0.03
N -0.12564 -3.33222 -0.25554 -0.05
N -0.18842 -1.63641 1.13364 0.03
N -2.34999 0.45783 -2.27308 -0.05
N 1.64901 0.86658 -0.10339 0.03
C -1.09755 -3.71306 4.02255 -0.03
C 2.86632 1.46829 -0.22918 -0.15
C 2.58799 3.16405 1.55864 -0.04
C -3.72940 4.07362 -0.19297 -0.03
C -1.37046 0.28742 -1.34526 -0.44
C -5.39841 2.91453 -4.49160 -0.07
C -1.18832 -3.67181 5.40487 -0.07
C 0.19338 -1.70626 5.44246 -0.06
C -3.07227 2.72116 1.68784 -0.04
C 7.05934 2.31033 -3.26237 -0.07
C 4.47790 3.96717 2.81119 -0.08
C -4.37600 1.90559 -2.55670 -0.20
C -2.67489 1.86063 -0.60547 -0.15
C -2.51721 -0.28195 -3.51686 -0.01
C -1.25099 -7.47776 1.08798 -0.07
C -0.11255 -1.97896 -0.14075 -0.44
C 6.81824 0.96283 -3.03149 -0.07
C -0.54299 -2.66908 6.11664 -0.08
C 5.31748 3.14070 2.07573 -0.07
C 0.78352 -5.85659 2.06703 -0.02
C 0.29325 -1.74663 4.05976 -0.04
C 2.62598 -0.30734 -3.37113 -0.01
C -6.76182 2.21873 -2.63584 -0.06
C 6.11070 3.25835 -2.90365 -0.06
C -6.64691 2.78380 -3.89859 -0.07
C 3.42666 2.33431 0.81883 -0.17
C 4.91785 2.86190 -2.31866 -0.02
C 4.66978 1.51073 -2.08710 -0.20
C 0.77876 -7.21363 2.35176 -0.06
C -1.25178 -6.12001 0.80500 -0.04
C -0.23168 -5.30355 1.28974 -0.20
C -4.09199 4.86884 2.04709 -0.08
C 3.11515 3.97438 2.55348 -0.07
C -4.26454 2.47987 -3.82165 -0.04
C -5.63064 1.77905 -1.96505 -0.02
C 4.79593 2.32427 1.08470 -0.03
C -3.16852 2.89980 0.31016 -0.16
C -3.52968 3.70559 2.55117 -0.07
C -0.02772 -4.11279 -1.48172 -0.01
C 3.40866 1.10634 -1.44452 -0.11
C 1.43088 0.15469 -1.19696 -0.44
C -0.22620 -3.85719 1.01518 -0.11
C -0.25623 -2.78145 1.87510 -0.16
C -4.19118 5.05125 0.67396 -0.07
C -0.23588 -8.02430 1.86147 -0.07
C -0.35189 -2.75089 3.34169 -0.17
C -3.18028 1.45827 -1.82345 -0.11
C 5.62805 0.56323 -2.44199 -0.04
H 0.62033 -3.60281 -2.18883 0.07
H 3.06810 -1.30142 -3.30962 0.10
H 7.56104 0.22385 -3.30121 0.11
H -5.71037 1.34555 -0.97588 0.13
H 4.88655 4.60183 3.58648 0.11
H 1.65019 -0.37741 -3.84343 0.07
H -0.23832 -9.08275 2.08554 0.11
H -1.01031 -4.25378 -1.93092 0.10
H 1.52333 3.17751 1.36349 0.09
H 4.17617 3.59543 -2.02785 0.13
H -3.44604 3.55988 3.61999 0.11
H -2.24780 -1.32347 -3.36429 0.07
H 6.38010 3.12545 2.27972 0.11
H -2.04745 -8.10692 0.71332 0.11
H 3.27418 0.32899 -3.96736 0.10
H 6.30016 4.30887 -3.07970 0.11
H -5.30654 3.36368 -5.47161 0.11
H -0.61750 -2.63728 7.19558 0.11
H -7.53063 3.12708 -4.41988 0.11
H -1.89340 0.13904 -4.30476 0.10
H -3.55875 -0.21723 -3.81856 0.10
H 7.98982 2.62188 -3.71812 0.11
H -2.05578 -5.68612 0.22185 0.12
H 5.44752 -0.48577 -2.23776 0.12
H 1.56640 -5.21548 2.45288 0.13
H 0.39096 -5.08543 -1.23892 0.10
H 5.44956 1.66931 0.52261 0.11
H 0.87588 -0.99292 3.54414 0.09
H -3.79267 4.22486 -1.26309 0.11
H -1.77155 -4.41903 5.92679 0.11
H -2.64047 1.81423 2.09177 0.09
H 2.45593 4.61247 3.12706 0.11
H -7.73424 2.12059 -2.17195 0.11
H -4.62142 5.96109 0.27643 0.11
H -3.28604 2.60210 -4.27153 0.12
H 0.69449 -0.92024 5.99166 0.11
H -1.61519 -4.48538 3.46810 0.11
H -4.45044 5.63456 2.72231 0.11
H 1.56775 -7.63867 2.95780 0.11
```

The calculation puts the HOMO energy (alpha / beta) at -10.392 / -10.392 eV. The spin multiplicity is 5. The frontier orbital gap (alpha / beta) comes out at 8.251 / 7.007 eV. Its total charge is +1. The value obtained for the molar mass is 849.761 g mol⁻¹.

---

Entry from the OMol25 dataset: a structure of composition C48H40AsIIrO4P2S4Sb (ωB97M-V with the def2-TZVPD basis set).

```
102
Properties=species:S:1:pos:R:3:lowdin_charge:R:1
Ir -1.53138 0.52951 0.15708 0.51
I 2.15907 1.46105 -2.35676 1.28
Sb -5.04731 0.82261 0.08758 0.62
As -1.66568 -5.29624 -0.39517 1.31
S -5.94316 2.83602 -0.11039 -0.16
S -3.10326 0.94886 -1.47606 0.02
S -2.78340 -1.22693 0.89608 0.55
S -2.60499 0.72824 2.75328 0.35
P -0.48768 2.80603 -0.50168 1.00
P 0.00688 -0.96327 -0.42234 0.84
O -1.15138 0.66222 2.40731 -0.42
O -3.12887 -0.73910 2.54279 -0.63
O -3.26617 1.48302 1.62408 -0.63
O -2.93295 1.13021 4.06958 -0.21
C -3.43200 -4.89702 1.80206 -0.14
C 3.34753 4.18673 0.74291 -0.16
C 4.34637 1.89621 -0.45690 -0.17
C 0.51820 -6.88543 0.69169 -0.12
C 3.07091 2.30980 -0.71688 -0.65
C 3.71943 -1.42273 1.27980 -0.06
C -0.71104 -0.93620 -3.11274 -0.15
C 0.79547 5.10443 0.23027 -0.09
C 0.64245 -1.80062 -4.90666 -0.07
C -0.92349 2.63991 -3.21960 -0.22
C 1.71509 0.48383 1.24769 -0.13
C 2.58027 -1.63038 0.51905 -0.09
C 1.49362 -1.77918 -2.65844 -0.18
C -2.89070 -4.21206 4.04050 -0.08
C -3.51147 4.84805 1.44061 -0.09
C 2.46459 3.40411 -0.05000 -0.22
C -1.80763 4.34021 3.05321 -0.07
C -1.70112 4.39253 -4.66112 -0.07
C 0.30832 -1.19570 -2.20410 -0.45
C -1.29194 -3.43212 -0.91025 -0.45
C -3.03350 4.91951 2.73515 -0.06
C 2.77835 -6.94923 -0.13491 -0.09
C -3.83742 -4.53133 3.07989 -0.08
C -1.49251 4.77328 -2.29337 -0.09
C -0.54052 -1.23509 -4.46076 -0.06
C -2.08000 -4.94103 1.47314 -0.43
C -1.83526 5.22542 -3.56009 -0.06
C 4.66062 3.73144 1.03127 -0.03
C -1.52981 3.66200 0.75509 -0.42
C -1.13444 -4.63483 2.45136 -0.13
C 0.17972 -5.91632 -0.25018 -0.42
C 1.72195 5.95050 0.87459 -0.04
C 1.56227 -0.67002 0.48282 -0.33
C -1.24240 3.09483 -4.48770 -0.07
C 1.80808 -7.39568 0.75136 -0.08
C 3.85593 -0.26375 2.03217 -0.07
C -2.76798 4.20837 0.45357 -0.15
C 1.66022 -2.07535 -4.00119 -0.08
C -1.53867 -4.27009 3.72711 -0.07
C -1.03318 3.47315 -2.11010 -0.40
C 1.15420 -5.49564 -1.15380 -0.13
C 2.44653 -6.00218 -1.09338 -0.09
C 2.85079 0.68762 2.01737 -0.07
C -0.31197 -2.71157 0.00244 -0.43
C 1.09488 3.82463 -0.16237 -0.25
C 5.14228 2.58303 0.48312 -0.08
C 2.94545 5.46390 1.20445 -0.02
C -1.05889 3.72439 2.06965 -0.13
H -4.89156 -4.48976 3.32038 0.10
H -1.43985 4.36640 4.07032 0.11
H -4.17739 -5.13688 1.05233 0.09
H 2.50357 -2.55171 -0.04133 0.09
H 3.64570 6.05033 1.78573 0.12
H 3.78345 -7.34661 -0.08684 0.10
H -1.95817 4.75288 -5.64836 0.10
H -1.64173 -0.50702 -2.77140 0.00
H -2.21412 6.23147 -3.68014 0.11
H 4.74121 -0.11092 2.63562 0.11
H 1.41406 6.94364 1.17202 0.11
H 0.92808 1.22336 1.26450 0.04
H -1.60551 5.44804 -1.45652 0.10
H -0.79772 -4.01578 4.47401 0.11
H -0.61615 1.61241 -3.08559 0.01
H 6.14567 2.23937 0.69452 0.11
H 4.76042 1.05927 -1.00103 0.09
H -1.14153 2.43126 -5.33660 0.11
H -3.20072 4.10094 -0.53150 0.08
H 2.58958 -2.51117 -4.34381 0.11
H 3.19289 -5.65857 -1.79884 0.10
H -4.48212 5.24858 1.18512 0.09
H 5.27879 4.33876 1.68087 0.11
H 2.30382 -1.97640 -1.97059 0.09
H -0.94040 -3.47031 -1.94335 0.05
H -0.21470 5.47433 0.13313 0.10
H 0.77394 -2.03248 -5.95528 0.11
H -3.62244 5.39725 3.50690 0.11
H 4.49589 -2.17610 1.29167 0.11
H 0.91026 -4.77453 -1.92655 0.09
H -0.07715 -4.68105 2.22059 0.10
H 2.94603 1.59485 2.59966 0.12
H -1.34076 -1.02421 -5.15798 0.11
H 2.05489 -8.14436 1.49288 0.10
H 0.66207 -3.19806 -0.03791 0.06
H -0.65230 -2.73242 1.03383 0.04
H -0.22715 -7.24133 1.39357 0.10
H -2.26413 -2.93585 -0.94014 0.03
H -3.20395 -3.91916 5.03379 0.11
H -0.09805 3.29500 2.32911 0.11
```

The calculation puts the HOMO energy at -7.402 eV. The frontier orbital gap comes out at 6.711 eV. The energy above the lowest of the compared OMol25 structures with the same formula, charge and spin is 51.17 kcal/mol. Its total charge is 0. The value obtained for the molar mass is 1386.863 g mol⁻¹.